Model one:
A cluster of 2 separate species, C4H12 in total, computed with ωB97M-V/def2-TZVPD.

Structure (XYZ):
```
16
C4H12 (ωB97M-V/def2-TZVPD)
C -1.6803 1.7744 -1.0515
C -0.3922 2.1579 -1.8311
H -1.4275 0.7038 -0.8471
H -1.8780 2.3762 -0.1564
H -2.7358 1.6729 -1.4826
H 0.4966 1.6208 -1.4000
H -0.1098 3.3008 -1.7109
H -0.5087 1.9111 -2.8783
C 1.3496 -1.4211 0.9456
C 0.8027 -2.5899 1.8385
H 1.7638 -1.6940 -0.0202
H 0.5014 -0.8224 0.7674
H 1.9147 -0.8984 1.7136
H 0.8687 -3.4707 1.2358
H -0.2717 -2.1747 2.0746
H 1.3063 -2.4468 2.8026
```

As for the SMILES: CC.CC. Its HOMO-LUMO gap is 12.23 eV.

Model two:
A cluster of 2 separate species, C4H12 in total, computed with ωB97M-V/def2-TZVPD.

Structure (XYZ):
```
16
C4H12 (ωB97M-V/def2-TZVPD)
C 1.3353 -0.0499 1.3394
C 0.3810 0.8091 2.1231
H 2.3177 0.2692 1.5584
H 1.1842 -1.1208 1.4650
H 0.9976 0.1033 0.1766
H -0.6364 0.2998 2.1228
H 0.2652 1.8466 1.6944
H 0.6763 0.9423 3.0953
C -1.3734 -0.0989 -1.2642
C -0.3236 -0.6541 -2.2117
H -1.3764 -0.6132 -0.2171
H -1.1704 0.9416 -1.0037
H -2.3916 -0.1708 -1.5353
H 0.6005 -0.1280 -2.4035
H -0.6340 -0.9053 -3.2317
H 0.1479 -1.4710 -1.7080
```

As for the SMILES: CC.CC. Its HOMO-LUMO gap is 12.39 eV.

Model three:
A cluster of 2 separate species, C4H12 in total, computed with ωB97M-V/def2-TZVPD.

Structure (XYZ):
```
16
C4H12 (ωB97M-V/def2-TZVPD)
C -1.2549 -0.3307 -1.6349
C 0.1339 0.1595 -1.7808
H -1.3163 -0.2794 -0.5628
H -2.0523 0.4443 -2.1039
H -1.3705 -1.3058 -2.2006
H 0.9916 -0.6147 -1.6154
H 0.3592 0.4253 -2.8508
H 0.4620 0.9257 -0.9986
C 1.1592 0.2803 1.4503
C -0.2311 -0.1394 1.9515
H 1.9780 -0.3885 1.6063
H 1.3723 0.3912 0.3543
H 1.4490 1.2814 1.8709
H -0.2197 0.2254 3.0178
H -0.3454 -1.2080 2.0968
H -1.1151 0.1336 1.3998
```

As for the SMILES: CC.CC. Its HOMO-LUMO gap is 12.09 eV.

Model four:
A cluster of 2 separate species, C4H12 in total, computed with ωB97M-V/def2-TZVPD.

Structure (XYZ):
```
16
C4H12 (ωB97M-V/def2-TZVPD)
C 1.2382 -0.1050 -1.3263
C 1.7037 -1.2724 -0.4613
H 1.1415 -0.3677 -2.3579
H 0.3394 0.3968 -0.8598
H 2.0406 0.6795 -1.3744
H 2.8132 -1.4602 -0.7210
H 1.7444 -0.7878 0.5289
H 1.1535 -2.1946 -0.4973
C -2.0608 0.2793 0.5611
C -0.8892 1.0838 1.2197
H -2.4068 0.8774 -0.2564
H -1.7800 -0.6732 0.0816
H -2.8845 -0.0687 1.2056
H -1.0018 1.0650 2.3093
H -0.9692 2.1489 1.1038
H 0.0043 0.5126 0.9758
```

As for the SMILES: CC.CC. Its HOMO-LUMO gap is 12.66 eV.

Quick one: least stable of them? model one

Model one:
A cluster of 2 separate species, C4H12 in total, computed with ωB97M-V/def2-TZVPD.

Structure (XYZ):
```
16
C4H12 (ωB97M-V/def2-TZVPD)
C -2.1512 0.7797 2.1061
C -1.2312 0.1906 1.0325
H -2.0642 0.2551 3.0503
H -2.0419 1.8512 2.2471
H -3.2105 0.6374 1.8474
H -0.2267 0.5743 1.1669
H -1.2665 -0.8952 1.0871
H -1.5752 0.5322 0.0599
C 0.9576 -0.5700 -1.6570
C 2.4730 -0.3664 -1.5011
H 0.7706 -1.5104 -2.1812
H 0.4405 -0.6740 -0.7066
H 0.4993 0.2531 -2.1911
H 2.7643 -0.3678 -0.4470
H 2.8468 0.5238 -1.9956
H 3.0151 -1.2135 -1.9176
```

As for the SMILES: CC.CC. Its HOMO-LUMO gap is 12.72 eV.

Model two:
A cluster of 2 separate species, C4H12 in total, computed with ωB97M-V/def2-TZVPD.

Structure (XYZ):
```
16
C4H12 (ωB97M-V/def2-TZVPD)
C 2.4910 -0.2911 1.6705
C 2.3832 -1.5244 0.7601
H 1.5724 0.2785 1.5563
H 3.3032 0.3681 1.3598
H 2.7313 -0.5639 2.6927
H 3.0869 -1.5738 -0.0758
H 2.6946 -2.4339 1.2826
H 1.3971 -1.7585 0.3727
C -2.7955 1.2048 -0.5953
C -2.1302 0.6355 -1.8217
H -3.5708 1.9481 -0.8355
H -2.1763 1.9013 -0.0176
H -3.2325 0.4853 0.0909
H -2.7224 -0.1086 -2.3585
H -1.7811 1.4069 -2.5044
H -1.2509 0.0257 -1.5768
```

As for the SMILES: CC.CC. Its HOMO-LUMO gap is 12.42 eV.

Quick one: least stable of them? model two

Model one:
A cluster of 2 separate species, C4H12 in total, computed with ωB97M-V/def2-TZVPD.

Structure (XYZ):
```
16
C4H12 (ωB97M-V/def2-TZVPD)
C 0.6761 0.4550 1.1018
C 1.1270 0.9884 2.4861
H 0.0157 1.1613 0.6670
H 1.6440 0.4760 0.5770
H 0.1979 -0.5136 0.9885
H 0.4287 0.5879 3.2684
H 0.9752 2.0649 2.6408
H 2.1671 0.7027 2.7476
C -1.4533 -0.6524 -1.2227
C -0.4006 -0.9405 -2.3233
H -1.4166 0.4186 -1.0725
H -2.4560 -0.8335 -1.5609
H -1.2563 -1.3174 -0.4126
H 0.0765 -1.9342 -2.3861
H 0.4017 -0.1717 -2.2226
H -0.7271 -0.4914 -3.2763
```

As for the SMILES: CC.CC. Its HOMO-LUMO gap is 12.30 eV.

Model two:
A cluster of 2 separate species, C4H12 in total, computed with ωB97M-V/def2-TZVPD.

Structure (XYZ):
```
16
C4H12 (ωB97M-V/def2-TZVPD)
C -0.9870 -1.8567 1.4434
C -1.9348 -0.6279 0.9744
H -1.1367 -1.9284 2.5258
H -1.3026 -2.6984 0.8346
H 0.0548 -1.4950 1.3841
H -1.6667 -0.1872 0.0042
H -1.7015 0.0296 1.7989
H -2.9979 -0.8593 0.8934
C 0.7063 0.9892 -1.1840
C 2.2164 1.4176 -1.2842
H 0.0639 1.5168 -1.8976
H 0.7221 -0.0809 -1.4167
H 0.3159 1.2107 -0.1973
H 2.7804 1.0266 -0.4313
H 2.2699 2.4982 -1.2032
H 2.5976 1.0451 -2.2445
```

As for the SMILES: CC.CC. Its HOMO-LUMO gap is 12.52 eV.

Quick one: least stable of them? model one